# C36H71Cl16N2O5PS

A 9-piece molecular cluster, C36H71Cl16N2O5PS overall (the ωB97M-V functional and the def2-TZVPD basis, OMol25).

structure (SMILES) = CCCCCCCCCCC[C@@]1(NCCCC)C[C@@H]([PH2]=O)S(=O)(=O)O[C@H]1N=C=O.ClCCCl.ClCCCl.ClCCCl.ClCCCl.ClCCCl.ClCCCl.ClCCCl.ClCCCl
lowest unoccupied orbital energy = 0.154 eV
HOMO-LUMO gap = 9.7006 eV

ORCA input file:
```
! RIJCOSX wB97M-V def2-TZVPD def2/J DEFGRID3
* xyz 0 1
C 2.47 -0.03 3.12
C 2.94 -1.18 2.11
C 4.19 -0.65 1.21
C 3.55 0.34 0.12
C 4.20 0.26 -1.34
C 4.43 -1.22 -1.90
C 3.25 -2.24 -1.59
C 1.88 -1.91 -2.40
C 0.74 -1.72 -1.30
C -0.75 -1.86 -1.93
C -1.65 -0.56 -1.67
C -2.79 -0.75 -0.56
N -3.49 0.54 -0.22
C -2.55 1.54 0.37
C -2.58 2.89 -0.52
C -1.68 4.06 0.10
C -0.21 3.62 0.53
C -3.93 -1.67 -1.27
C -4.94 -2.32 -0.19
P -6.44 -3.12 -1.01
O -7.40 -2.07 -1.61
S -3.90 -3.59 0.73
O -3.93 -4.85 -0.09
O -4.39 -3.77 2.12
O -2.34 -2.99 0.63
C -2.32 -1.54 0.75
N -0.97 -1.15 1.27
C -0.97 -1.38 2.55
O -0.75 -1.34 3.74
H 1.92 0.78 2.53
H 1.72 -0.43 3.87
H 3.38 0.46 3.60
H 3.18 -2.16 2.63
H 2.04 -1.40 1.44
H 4.89 -0.13 1.95
H 4.67 -1.58 0.79
H 3.75 1.41 0.50
H 2.41 0.24 0.12
H 5.17 0.87 -1.37
H 3.48 0.80 -2.06
H 5.41 -1.61 -1.45
H 4.59 -1.18 -3.02
H 3.04 -2.42 -0.49
H 3.59 -3.26 -2.00
H 2.07 -0.97 -3.01
H 1.59 -2.79 -3.09
H 0.88 -2.35 -0.37
H 0.80 -0.63 -0.96
H -0.57 -1.90 -3.06
H -1.23 -2.85 -1.66
H -2.21 -0.36 -2.65
H -0.99 0.35 -1.50
H -4.18 0.30 0.51
H -1.47 1.22 0.39
H -2.90 1.85 1.40
H -3.65 3.29 -0.58
H -2.20 2.71 -1.58
H -1.55 4.86 -0.72
H -2.18 4.59 0.98
H 0.36 3.13 -0.34
H 0.42 4.52 0.86
H -0.23 2.90 1.40
H -3.46 -2.47 -1.93
H -4.54 -0.95 -1.90
H -5.29 -1.56 0.57
H -6.09 -4.09 -2.01
H -7.14 -3.83 0.04
H -3.08 -1.28 1.58
Cl 4.11 4.15 -2.41
C 5.36 3.76 -3.62
C 4.75 3.24 -4.91
Cl 4.01 1.63 -4.71
H 6.04 3.03 -3.18
H 5.91 4.68 -3.82
H 5.53 3.14 -5.67
H 3.99 3.92 -5.29
Cl -6.52 -8.07 -0.93
C -5.86 -7.60 0.66
C -6.95 -7.22 1.64
Cl -7.76 -5.70 1.19
H -5.16 -6.78 0.50
H -5.30 -8.46 1.03
H -6.52 -7.07 2.63
H -7.71 -8.00 1.71
Cl 4.39 -4.22 4.04
C 5.04 -3.74 5.63
C 3.98 -3.16 6.54
Cl 3.38 -1.58 5.98
H 5.85 -3.02 5.46
H 5.47 -4.63 6.08
H 4.39 -3.01 7.54
H 3.12 -3.84 6.63
Cl -2.45 -3.34 -4.12
C -2.17 -3.05 -5.86
C -1.50 -4.22 -6.54
Cl 0.19 -4.43 -6.00
H -1.59 -2.13 -5.96
H -3.15 -2.87 -6.31
H -1.47 -4.06 -7.62
H -2.03 -5.15 -6.35
Cl 6.60 2.02 1.63
C 6.60 3.80 1.74
C 6.16 4.44 0.45
Cl 7.36 4.22 -0.85
H 7.60 4.12 2.03
H 5.91 4.06 2.54
H 6.04 5.52 0.59
H 5.21 4.04 0.10
Cl 3.31 7.86 -1.19
C 3.29 8.81 0.32
C 4.65 8.82 1.00
Cl 5.09 7.22 1.65
H 2.52 8.39 0.97
H 3.00 9.83 0.06
H 4.63 9.51 1.84
H 5.43 9.14 0.31
Cl -1.69 8.31 -1.07
C -2.49 8.33 -2.66
C -3.77 7.53 -2.67
Cl -3.47 5.78 -2.51
H -1.78 7.96 -3.40
H -2.70 9.37 -2.90
H -4.29 7.67 -3.62
H -4.44 7.83 -1.87
Cl -6.34 -4.55 7.10
C -5.12 -4.97 5.87
C -5.75 -5.48 4.59
Cl -6.52 -7.08 4.81
H -4.44 -5.71 6.30
H -4.55 -4.06 5.67
H -4.98 -5.60 3.82
H -6.51 -4.79 4.21
*
```